Below is C2H10O4Rb as an isolated structure at a distorted geometry, with properties calculated with ωB97M-V/def2-TZVPD.

```
17
Properties=species:S:1:pos:R:3:nbo_charge:R:1
Rb -6.81 -15.08 -15.23 0.99
O -7.30 -17.19 -17.15 -0.95
H -8.22 -17.27 -17.40 0.49
H -6.88 -16.75 -17.89 0.47
O -8.19 -14.41 -17.62 -0.98
H -8.52 -13.61 -18.03 0.50
H -8.01 -15.00 -18.35 0.48
C -5.54 -11.20 -14.97 -0.10
C -6.44 -11.44 -16.11 -0.08
O -5.89 -11.70 -17.38 -0.70
O -4.67 -12.26 -14.82 -0.75
H -6.12 -11.02 -14.06 0.17
H -4.99 -10.27 -15.10 0.19
H -7.15 -10.61 -16.09 0.21
H -7.11 -12.29 -16.02 0.12
H -5.36 -12.49 -17.29 0.46
H -4.24 -12.21 -13.96 0.49
```

Summary:
HOMO = -13.665 eV
E_LUMO = -0.13191 hartree
Net charge = +1
Orbital gap = 10.08 eV